C4H14FN2O7P2 | ωB97M-V/def2-TZVPD

As for the charge: -1. Its HOMO energy is -4.242 eV. The strongest force on any atom is 2.68 eV Å⁻¹. The total energy comes out at -42987.005 eV.

Cartesian coordinates (Å):
P (-0.88231, -1.00943, 1.82530)
P (-1.29273, 1.63002, 0.78410)
F (1.32637, -1.97152, -2.26759)
O (-2.82802, 1.56148, 1.14982)
O (-0.05164, -1.69070, 2.81050)
O (-0.56299, 0.53885, 1.76702)
O (-0.90642, -1.58548, 0.41023)
O (1.35889, 0.50428, -1.00242)
O (-1.21596, 1.11315, -0.63808)
O (-2.42650, -1.01323, 2.23435)
N (-3.25708, -2.03342, 1.65965)
N (-0.64928, 3.01279, 1.00043)
C (0.16046, -2.26582, -1.58658)
C (3.43929, 1.60656, -1.56612)
C (1.99435, 1.72483, -1.04679)
C (0.38805, -1.88802, -0.16184)
H (4.03072, 0.95939, -0.91487)
H (-2.94059, 1.30811, 2.06578)
H (-2.75731, -2.90785, 1.69591)
H (3.92904, 2.58988, -1.59689)
H (-0.13795, -3.30499, -1.66036)
H (3.45423, 1.19411, -2.57756)
H (0.87002, -2.69443, 0.36558)
H (-0.67212, -1.69413, -1.96145)
H (-1.34708, 3.64728, 1.35191)
H (1.05525, -1.04135, -0.15188)
H (-0.23049, 0.74408, -0.91657)
H (-3.42526, -1.77795, 0.70162)
H (1.50595, 2.48732, -1.70045)
H (2.07110, 2.25620, -0.07279)